Here is 2 unconnected molecules or ions with the total composition C17H19N in a non-equilibrium geometry from OMol25. Energies are from ωB97M-V/def2-TZVPD.

ORCA input file:
```
! RIJCOSX wB97M-V def2-TZVPD def2/J DEFGRID3
* xyz 0 1
C 1.104 3.320 0.660
C 0.780 3.359 -0.796
C 0.906 4.399 -1.667
N 0.452 4.026 -2.910
C 0.031 2.713 -2.867
C -0.663 2.008 -3.851
C -1.322 0.873 -3.424
C -1.081 0.312 -2.147
C -0.339 1.032 -1.232
C 0.159 2.304 -1.532
H 0.543 2.553 1.189
H 0.972 4.277 1.168
H 2.177 3.155 0.806
H 1.398 5.352 -1.582
H 0.502 4.616 -3.721
H -0.582 2.296 -4.887
H -1.989 0.320 -4.074
H -1.707 -0.522 -1.866
H 0.050 0.479 -0.378
C 1.459 -4.701 1.393
C 1.127 -3.320 0.853
C 0.046 -2.592 1.627
C 0.380 -1.745 2.677
C -0.500 -0.896 3.327
C -1.818 -0.932 2.883
C -2.125 -1.596 1.709
C -1.255 -2.501 1.102
H 0.670 -5.445 1.487
H 1.953 -4.650 2.367
H 2.194 -5.142 0.723
H 2.012 -2.698 0.721
H 0.723 -3.424 -0.157
H 1.436 -1.779 2.938
H -0.220 -0.235 4.133
H -2.591 -0.472 3.479
H -3.135 -1.505 1.323
H -1.748 -3.237 0.526
*
```

Structure (SMILES): Cc1c[nH]c2ccccc12.CCc1ccccc1
Orbital gap in eV: 8.57
Calculated total energy in a.u.: -713.91591
Relative energy (zero: lowest compared OMol25 entry of this formula, charge and spin) in kcal per mole: 29.1
LUMO energy in hartree: 0.033
HOMO in hartree: -0.28155

***

Here is a molecular structure, C2H4FPS in a non-equilibrium geometry from OMol25. Energies are from ωB97M-V/def2-TZVPD.

ORCA input file:
```
! RIJCOSX wB97M-V def2-TZVPD def2/J DEFGRID3
* xyz 0 1
C -0.241 1.105 -1.460
C 0.181 -0.728 1.356
F -1.393 1.229 -0.842
P 1.267 0.294 0.317
S 0.576 -0.409 -1.610
H 0.138 -1.702 0.775
H -0.860 -0.325 1.681
H 0.572 -1.081 2.334
H -0.239 1.617 -2.550
*
```

Orbital gap (spin up / spin down) in eV: 7.73 / 7.66
Calculated total energy in a.u.: -917.90032
Relative energy (zero: lowest compared OMol25 entry of this formula, charge and spin) in kcal per mole: 37.4
LUMO energy (spin up / spin down) in hartree: -0.021 / -0.028
HOMO (spin up / spin down) in hartree: -0.30466 / -0.30941

***

Here is a single C8H12OS molecule in a non-equilibrium geometry from OMol25. Energies are from ωB97M-V/def2-TZVPD.

ORCA input file:
```
! RIJCOSX wB97M-V def2-TZVPD def2/J DEFGRID3
* xyz 0 1
C 0.746 1.257 -0.739
C 1.040 0.348 0.168
C 2.271 0.130 0.970
C -0.045 -0.527 0.588
C -1.264 0.044 1.381
S -2.202 1.317 0.627
C -2.457 0.512 -0.964
C -1.605 -0.425 -1.371
O -1.586 -0.763 -2.703
C -0.662 -1.296 -0.653
H 1.481 2.016 -1.200
H -0.222 1.303 -1.136
H 2.096 0.266 1.977
H 2.889 0.960 0.724
H 2.681 -0.890 0.848
H 0.380 -1.242 1.281
H -1.934 -0.698 1.640
H -0.735 0.529 2.322
H -3.000 1.123 -1.490
H -2.202 -0.154 -3.133
H -1.214 -2.175 -0.459
H 0.229 -1.522 -1.167
*
```

Structure (SMILES): C=C(C)[C@H]1CSC=C(O)C1
Orbital gap in eV: 8.53
Calculated total energy in a.u.: -785.36052
Relative energy (zero: lowest compared OMol25 entry of this formula, charge and spin) in kcal per mole: 46.1
LUMO energy in hartree: 0.028
HOMO in hartree: -0.28507

***

Here is 2 unconnected molecules or ions with the total composition C4H7IN in a non-equilibrium geometry from OMol25. Energies are from ωB97M-V/def2-TZVPD.

ORCA input file:
```
! RIJCOSX wB97M-V def2-TZVPD def2/J DEFGRID3
* xyz 1 1
C -0.376 -0.625 -1.193
C 0.764 0.383 -1.013
C -0.763 0.690 0.963
C -0.513 -0.568 0.317
N 0.616 0.390 0.466
I 0.026 -2.727 2.774
H -1.196 -0.138 -1.680
H -0.245 -1.685 -1.587
H 1.705 -0.039 -1.226
H 0.487 1.401 -1.484
H -1.296 1.455 0.595
H -0.545 0.781 1.949
H 1.338 0.684 1.120
*
```

Orbital gap (spin up / spin down) in eV: 5.83 / 5.87
Calculated total energy in a.u.: -508.58516
Relative energy (zero: lowest compared OMol25 entry of this formula, charge and spin) in kcal per mole: 137.2
LUMO energy (spin up / spin down) in hartree: -0.273 / -0.273
HOMO (spin up / spin down) in hartree: -0.48725 / -0.48845

***

Here is a single C5H9NO3S molecule from OMol25. Energies are from ωB97M-V/def2-TZVPD.

ORCA input file:
```
! RIJCOSX wB97M-V def2-TZVPD def2/J DEFGRID3
* xyz 0 1
O 3.072 -1.358 1.374
N 2.621 -0.319 1.114
O 2.166 -0.289 -0.214
C 1.355 0.861 -0.425
C -0.159 0.661 -0.110
S -0.775 2.211 0.659
C -0.496 -0.569 0.761
C -1.397 -1.479 -0.080
O -1.524 -0.894 -1.368
C -0.974 0.401 -1.413
H 1.752 1.707 0.133
H 1.462 1.086 -1.485
H -0.892 1.793 1.920
H 0.344 -1.121 1.166
H -1.079 -0.229 1.615
H -2.374 -1.634 0.383
H -0.957 -2.463 -0.250
H -1.776 1.145 -1.466
H -0.367 0.488 -2.315
*
```

Structure (SMILES): O=NOC[C@]1(S)CCOC1
Orbital gap in eV: 9.55
Calculated total energy in a.u.: -874.45197
Relative energy (zero: lowest compared OMol25 entry of this formula, charge and spin) in kcal per mole: 97.7
LUMO energy in hartree: 0.003
HOMO in hartree: -0.34822

***

Here is a molecular structure, C6H20N4O16V in a non-equilibrium geometry from OMol25. Energies are from ωB97M-V/def2-TZVPD.

ORCA input file:
```
! RIJCOSX wB97M-V def2-TZVPD def2/J DEFGRID3
* xyz 0 4
V -0.063 0.464 -0.177
N 0.750 3.477 -0.923
O 0.179 2.379 -1.073
O 0.280 4.470 -1.444
O 1.892 3.461 -0.514
N 2.340 1.067 2.193
O 3.465 1.242 1.757
O 2.136 1.220 3.343
O 1.393 0.788 1.408
N -3.386 0.373 -1.112
O -4.019 1.338 -1.549
O -3.904 -0.742 -1.107
O -2.195 0.400 -0.707
N 3.086 0.491 -1.724
O 4.128 0.821 -1.055
O 3.203 0.369 -2.900
O 1.978 0.319 -1.160
C 1.493 -3.174 -1.283
C 0.800 -2.468 -0.163
O -0.067 -1.552 -0.653
H 2.127 -3.976 -0.905
H 2.181 -2.581 -1.885
H 0.810 -3.625 -2.003
H 1.582 -2.065 0.480
H 0.402 -3.220 0.520
H -0.787 -2.095 -0.983
C -0.328 -1.799 3.692
C -1.048 -0.587 3.203
O -1.144 -0.626 1.761
H 0.706 -1.865 3.353
H -0.883 -2.703 3.444
H -0.236 -1.721 4.776
H -0.552 0.327 3.530
H -1.988 -0.592 3.756
H -1.806 -1.252 1.459
C 0.049 -0.823 -3.912
O -0.370 0.051 -2.827
H 0.727 -1.638 -3.659
H -0.946 -1.165 -4.197
H 0.530 -0.371 -4.779
H -1.115 0.493 -3.241
C -2.083 2.961 0.918
O -1.067 2.086 1.235
H -2.839 2.710 1.662
H -1.887 3.945 1.345
H -2.641 2.971 -0.018
H -0.882 2.416 2.117
*
```

Orbital gap (spin up / spin down) in eV: 6.64 / 4.65
Calculated total energy in a.u.: -2606.79097
<S²>: 3.769
LUMO energy (spin up / spin down) in hartree: -0.103 / -0.177
HOMO (spin up / spin down) in hartree: -0.34689 / -0.34779

***

Question: Which of these has the highest calculated total energy?
Answer: C4H7IN

***

Repeat the first record exactly.
Here is 2 unconnected molecules or ions with the total composition C17H19N in a non-equilibrium geometry from OMol25. Energies are from ωB97M-V/def2-TZVPD.

ORCA input file:
```
! RIJCOSX wB97M-V def2-TZVPD def2/J DEFGRID3
* xyz 0 1
C 1.104 3.320 0.660
C 0.780 3.359 -0.796
C 0.906 4.399 -1.667
N 0.452 4.026 -2.910
C 0.031 2.713 -2.867
C -0.663 2.008 -3.851
C -1.322 0.873 -3.424
C -1.081 0.312 -2.147
C -0.339 1.032 -1.232
C 0.159 2.304 -1.532
H 0.543 2.553 1.189
H 0.972 4.277 1.168
H 2.177 3.155 0.806
H 1.398 5.352 -1.582
H 0.502 4.616 -3.721
H -0.582 2.296 -4.887
H -1.989 0.320 -4.074
H -1.707 -0.522 -1.866
H 0.050 0.479 -0.378
C 1.459 -4.701 1.393
C 1.127 -3.320 0.853
C 0.046 -2.592 1.627
C 0.380 -1.745 2.677
C -0.500 -0.896 3.327
C -1.818 -0.932 2.883
C -2.125 -1.596 1.709
C -1.255 -2.501 1.102
H 0.670 -5.445 1.487
H 1.953 -4.650 2.367
H 2.194 -5.142 0.723
H 2.012 -2.698 0.721
H 0.723 -3.424 -0.157
H 1.436 -1.779 2.938
H -0.220 -0.235 4.133
H -2.591 -0.472 3.479
H -3.135 -1.505 1.323
H -1.748 -3.237 0.526
*
```

Structure (SMILES): Cc1c[nH]c2ccccc12.CCc1ccccc1
Orbital gap in eV: 8.57
Calculated total energy in a.u.: -713.91591
Relative energy (zero: lowest compared OMol25 entry of this formula, charge and spin) in kcal per mole: 29.1
LUMO energy in hartree: 0.033
HOMO in hartree: -0.28155